(1)
{"formula": "C3H4INO", "method": "ωB97M-V/def2-TZVPD", "symbols": ["C", "C", "C", "N", "O", "I", "H", "H", "H", "H"], "xyz": [[-1.640, -1.428, 0.787], [-1.964, -0.331, -1.019], [-1.406, 0.495, -0.143], [-1.140, -0.233, 0.971], [-2.180, -1.572, -0.440], [4.696, -0.021, 0.155], [-1.503, -2.352, 1.403], [-2.433, -0.302, -1.988], [4.708, 0.617, 1.528], [-1.002, 1.507, -0.126]], "lowdin_charge": [-0.194, -0.104, -0.149, 0.059, 0.011, 0.433, 0.146, 0.117, -0.435, 0.116], "smiles": "c1cocn1.I", "gap_ev": 10.441, "relative_energy_ev": 0.6177}

=====

(2)
{"formula": "C21H26N4O2PdS", "method": "ωB97M-V/def2-TZVPD", "symbols": ["Pd", "O", "C", "O", "C", "C", "C", "C", "C", "C", "N", "C", "C", "C", "C", "C", "C", "N", "H", "H", "H", "H", "H", "H", "H", "H", "H", "H", "C", "S", "C", "H", "H", "H", "H", "H", "H", "N", "C", "N", "C", "C", "C", "C", "C", "H", "H", "H", "H", "H", "H", "H", "H", "H", "H"], "xyz": [[-0.869, 1.026, -0.900], [-4.537, -4.737, 3.348], [-3.470, -4.519, 2.681], [-2.647, -5.304, 2.312], [-3.071, -3.074, 2.279], [-2.802, -2.139, 3.274], [-2.413, -0.862, 2.909], [-2.287, -0.521, 1.551], [-2.490, -1.509, 0.571], [-2.857, -2.790, 0.933], [-1.922, 0.743, 1.107], [-2.064, 1.836, 1.771], [-1.607, 3.097, 1.229], [-1.838, 4.308, 1.889], [-1.395, 5.491, 1.310], [-0.711, 5.440, 0.106], [-0.508, 4.192, -0.490], [-0.961, 3.071, 0.041], [-5.144, -4.019, 3.598], [-2.892, -2.392, 4.321], [-2.190, -0.142, 3.683], [-2.348, -1.259, -0.483], [-2.992, -3.565, 0.191], [-2.542, 1.865, 2.750], [-2.362, 4.312, 2.835], [-1.590, 6.439, 1.793], [-0.338, 6.335, -0.374], [0.039, 4.127, -1.427], [-0.794, 0.798, -4.141], [-2.173, 0.564, -2.999], [-3.304, 1.811, -3.616], [-1.160, 0.665, -5.162], [-0.034, 0.041, -3.946], [-0.379, 1.806, -4.053], [-2.849, 2.800, -3.600], [-4.218, 1.798, -3.027], [-3.557, 1.561, -4.649], [1.182, 0.158, -1.142], [2.238, -0.301, -0.987], [3.425, -0.779, -0.825], [4.264, -0.285, 0.250], [4.934, -1.449, 0.999], [5.680, -2.373, 0.067], [4.853, -2.813, -1.113], [4.005, -1.713, -1.768], [3.674, 0.325, 0.938], [5.059, 0.345, -0.170], [4.148, -2.005, 1.524], [5.602, -1.045, 1.761], [6.051, -3.255, 0.615], [6.622, -1.906, -0.263], [4.165, -3.610, -0.796], [5.491, -3.270, -1.873], [3.217, -2.159, -2.380], [4.668, -1.159, -2.450]], "lowdin_charge": [0.782, 0.288, -0.405, 0.385, -0.061, 0.050, 0.049, -0.222, 0.012, 0.046, 0.025, 0.002, -0.237, 0.061, 0.031, 0.036, -0.078, 0.005, 0.192, 0.155, 0.133, 0.085, 0.151, 0.157, 0.143, 0.146, 0.141, 0.129, -0.331, 0.878, -0.298, 0.081, 0.040, 0.065, 0.070, 0.066, 0.086, 0.200, -0.131, 0.038, -0.056, -0.123, -0.170, -0.122, -0.051, 0.150, 0.182, 0.137, 0.148, 0.159, 0.147, 0.142, 0.148, 0.154, 0.188], "charge": 4, "multiplicity": 5, "gap_ev": [8.173, 4.504], "relative_energy_ev": 0.5087}

=====

Question: What is the formula in the first record?
Answer: C3H4INO